1.
Molecular formula: C38H53FO33
Method: DFT, ωB97M-V with the def2-TZVPD basis set

The value obtained for the molar mass is 1056.8 g mol⁻¹. The calculation puts the total energy at -4062.55599 a.u. For the HOMO-LUMO gap, the calculation gives 10.08 eV. Its charge is 0.

```
125
Properties=species:S:1:pos:R:3:forces:R:3
F -1.11711 -1.20071 -1.45580 0.7 -0.8 -0.8
O 2.92036 -5.31166 -0.10119 -1.0 -2.3 -0.2
O -6.05303 -3.70247 2.63624 -0.3 -0.3 0.8
O 2.48545 0.45780 0.49597 -0.2 -0.4 -0.1
O 2.83300 -1.25769 4.38765 1.1 0.1 0.9
O -0.95411 -0.71425 3.18580 -0.1 0.1 -1.3
O -5.52400 0.90849 2.53329 0.4 -2.3 1.0
O 1.61157 4.09044 -5.76643 -1.7 -0.4 0.2
O 3.30822 -3.13989 -4.35040 -0.6 0.4 -1.4
O 2.55917 -0.53292 6.50553 0.1 -0.1 -0.5
O -6.84336 -5.82580 2.38072 0.7 1.0 0.2
O 4.84058 4.65815 3.83921 0.4 -0.1 -0.9
O -5.40728 -4.91653 0.90157 -1.2 -0.3 -0.2
O 7.25714 4.00138 -0.67038 0.1 0.1 0.1
O 8.02053 1.94472 -1.09969 0.1 -0.1 0.7
O 2.68068 0.92535 4.81724 0.7 0.0 -0.1
O 1.60082 3.32791 -7.83849 -1.1 -0.5 -0.3
O 0.31543 1.12724 0.32381 1.1 -1.0 1.0
O 0.85338 -0.89601 -0.25577 1.6 -2.8 -1.2
O -5.18207 1.46779 -1.06947 0.0 0.0 -0.1
O -3.81438 -0.33102 1.71010 0.7 0.2 0.0
O 3.12955 -3.31032 0.54195 0.3 3.9 0.1
O 3.40341 5.64993 2.46412 -0.7 0.0 -0.5
O 1.08048 -2.81205 -4.28097 0.3 2.5 0.1
O -7.36331 1.65283 -0.38544 0.8 0.2 0.1
O -3.79683 1.94933 1.81006 2.4 0.0 0.1
O -0.00980 2.62880 -6.31252 0.6 0.9 -2.0
O 1.82865 -4.79411 -4.52905 0.5 -1.8 -0.7
O 2.43722 -4.76417 2.06264 0.3 -0.1 -1.1
O -0.88718 -2.94420 2.73758 0.4 0.2 0.0
O 4.16478 3.60826 1.95848 1.2 -0.3 -0.5
O -1.74892 -2.09538 4.62349 -1.1 -1.2 2.3
O 9.35702 3.51382 -0.12433 -0.3 -0.6 0.3
O -6.79050 0.28666 -2.02984 -0.7 0.4 -0.2
C -0.28088 1.71177 -4.18306 0.4 -0.8 2.2
C 2.71198 -0.32476 5.33766 -0.6 0.3 1.6
C 2.88165 5.35180 1.20009 0.7 -0.9 -3.0
C -4.48554 0.54872 -1.97509 -1.0 0.5 0.8
C -1.12313 -2.03115 3.46377 -1.0 1.3 -0.4
C -4.45344 2.91043 2.60598 -2.0 0.8 -0.4
C 3.32667 -0.60356 3.23804 -1.9 -0.6 -2.1
C -4.48043 -3.81784 0.93969 -0.3 -1.3 0.3
C 2.17798 -3.50214 -4.53595 0.6 -1.2 3.4
C 3.11542 -3.11138 -0.87421 0.4 -3.0 -1.3
C 3.23774 3.87658 0.92884 -1.2 0.8 1.2
C 6.18138 3.28986 -1.20296 -1.8 -0.5 0.3
C -4.24620 -3.18990 -0.43166 0.4 -0.4 -0.1
C 2.88036 -4.63505 -1.32246 1.1 1.9 -0.4
C 4.25961 4.65450 2.79912 -0.6 -0.2 2.2
C -4.26345 0.71917 2.03975 -3.0 1.5 -0.1
C -6.14753 2.32440 4.47275 -0.1 -0.5 -0.3
C -6.52459 1.18865 -1.09610 -0.2 0.6 0.8
C 8.29392 3.16486 -0.52373 1.1 0.1 -1.2
C -0.09030 -3.58501 -4.20247 -0.2 -0.3 -0.5
C -0.31299 3.00267 -4.97515 -1.6 -2.5 -0.9
C -2.24944 -0.83023 5.11376 0.7 0.0 -0.1
C -0.52095 -1.00311 -0.25102 -0.8 1.3 1.5
C -5.65145 0.08070 -2.79892 0.6 -2.0 -1.3
C 0.43658 -5.03583 -4.27555 0.3 0.4 -0.9
C 5.83294 0.76790 -1.02832 1.4 -1.3 0.9
C 2.75767 -4.48347 0.94053 0.0 -1.3 1.2
C -5.77683 2.22861 3.01472 0.5 -0.3 -0.6
C -5.17413 -2.89553 1.90477 0.9 1.4 -0.3
C 6.68689 1.89989 -1.58632 -1.4 0.0 -0.8
C 1.35013 0.20405 0.25257 -0.8 2.8 -0.3
C 2.77315 0.81563 3.39319 0.3 -0.3 -0.2
C -0.89100 0.39607 0.16866 -1.5 1.1 0.1
C -1.33391 0.10326 4.33716 0.7 -0.8 -1.3
C 1.05329 3.35920 -6.78734 1.4 -0.2 0.6
C 4.45912 -2.54245 -1.38849 -1.1 1.3 1.2
C 0.63851 4.07579 -4.72107 1.8 1.7 2.2
C -6.15131 -4.90302 2.05412 -0.8 -1.2 -1.4
H -0.30587 0.20745 4.68333 -0.6 0.9 1.4
H -3.33133 -0.77176 4.98133 0.1 0.1 -1.0
H 5.94577 0.70150 0.05673 -0.2 0.1 0.1
H 5.27552 -3.17868 -1.72116 -0.5 -0.6 0.2
H -0.77066 -1.79421 0.45856 -0.3 -0.1 -0.3
H -3.55534 -2.34978 -0.34849 -0.2 0.2 0.2
H -5.68768 -2.09395 1.36901 -0.4 -0.1 0.2
H 0.31078 -5.64540 -3.38172 0.2 0.4 0.2
H 4.39351 -0.63820 3.01194 0.2 0.0 1.0
H 2.32878 3.32095 1.16757 0.3 -0.6 -0.5
H 3.47871 1.49376 2.91814 -0.2 0.4 0.5
H -6.03402 3.35854 4.79887 -0.2 0.0 0.0
H 1.14031 3.87315 -3.77096 0.2 0.2 -0.1
H -0.58873 -3.37716 -3.25687 -0.1 0.2 -0.2
H 2.19785 -2.59136 -1.12885 0.5 0.7 0.0
H -2.19566 -0.67566 6.19199 0.9 -0.7 0.1
H -1.35467 3.33072 -4.91940 0.1 0.3 -0.4
H -5.53753 1.69430 5.12085 0.1 0.0 -0.1
H -4.04641 -0.23466 -1.35918 0.2 0.1 -0.1
H 5.46297 3.09576 -0.40164 0.0 0.3 0.1
H -3.78282 1.07143 -2.61870 0.3 0.1 0.5
H 5.65222 3.87912 -1.95152 0.4 -0.1 -0.3
H 4.78765 0.59333 -1.28149 -0.1 1.1 -0.3
H -3.82194 -3.81055 -1.22291 0.2 -0.6 0.5
H 1.96325 -4.75723 -1.89931 -0.2 -0.3 0.4
H -1.00019 1.74368 -3.35797 -0.3 0.2 -0.2
H 1.83024 5.32892 0.91077 -0.4 1.2 1.4
H 6.28842 -0.13706 -1.44224 0.1 -0.1 0.3
H 0.62347 1.45613 -3.61925 0.5 0.6 -0.4
H 2.85313 -1.20248 2.45735 0.2 0.5 -0.4
H -3.89043 3.26711 3.46698 0.4 -0.2 -0.2
H -4.43110 -2.41716 2.53927 -0.3 -0.1 0.3
H -0.45978 0.76344 -4.68859 -0.4 0.5 -0.8
H 0.16243 5.05087 -4.61298 0.0 0.1 -0.3
H 3.39736 5.92237 0.42320 0.0 0.5 0.3
H -3.72200 -4.37967 1.49465 1.3 1.1 -0.7
H 1.75484 1.02660 3.06002 0.1 -0.4 -0.6
H -5.65501 0.57944 -3.77037 -0.5 0.2 0.1
H 4.78224 -2.00403 -0.49312 0.5 0.2 -0.2
H -4.78704 3.72909 1.96924 0.8 0.3 0.0
H -0.62320 -3.21487 -5.07970 -0.8 -0.7 0.3
H 0.06645 -5.64165 -5.10177 -0.2 0.3 -0.1
H -6.64818 2.51255 2.42254 0.3 0.6 -0.1
H 3.57926 3.74744 -0.09397 0.3 -0.4 0.2
H 3.71461 -4.91457 -1.96375 -0.1 -0.4 0.1
H -1.79692 1.01658 3.97080 0.2 0.1 0.1
H -1.52050 0.37251 1.05637 0.3 0.3 0.2
H -5.19696 -2.87601 -0.86655 -0.1 0.3 0.4
H 4.29254 -1.79599 -2.16361 -0.1 -0.1 -0.1
H -5.67104 -1.00099 -2.95433 0.5 0.1 -0.4
H -1.42327 0.91729 -0.62840 -0.3 -0.3 0.0
H -7.18707 2.00307 4.51949 0.0 0.1 0.6
H 6.65002 1.61613 -2.64109 0.8 1.0 -0.3
```
Forces are in eV/Å.

---

2.
Molecular formula: C38H53FeN6O6P2
Method: DFT, ωB97M-V with the def2-TZVPD basis set

The calculation puts the energy above the lowest of the compared OMol25 structures with the same formula, charge and spin at 1.6 kcal/mol. The value obtained for the molar mass is 807.7 g mol⁻¹. As for the multiplicity: 5. The calculation puts the total energy at -4206.28900 a.u. For the HOMO-LUMO gap (spin up / spin down), the calculation gives 6.58 / 6.55 eV. Its charge is +1.

```
106
Properties=species:S:1:pos:R:3:forces:R:3
Fe 0.27545 0.76427 -1.46223 0.5 0.0 -0.1
P -0.79520 0.25101 1.88958 0.1 -0.2 -0.1
P -2.42088 -1.32681 -0.07821 0.3 0.2 -0.1
O -1.34583 -1.00204 -1.03320 -0.2 -0.3 0.1
O 0.08024 0.59112 0.74890 -0.2 0.3 0.0
O -3.83148 -1.16479 -0.75954 -0.1 0.0 -0.1
O -1.11943 1.43340 2.87203 0.0 0.2 0.1
O -0.17710 -0.93202 2.71243 0.0 -0.1 0.1
O -2.35477 -2.76347 0.55453 -0.1 -0.2 0.0
N 0.98200 -1.03856 -2.44125 -0.2 -0.1 -0.1
N 1.84936 3.49202 -2.33883 0.1 -0.2 0.2
N -1.81468 1.50108 -1.77823 0.0 0.2 0.1
N 0.79120 2.70350 -2.63982 -0.3 0.3 -0.2
N 2.29696 0.90040 -1.10375 0.1 0.1 0.5
N 1.89070 -1.80576 -1.81213 0.0 0.1 0.0
C 3.50587 -3.34479 2.58871 0.0 0.0 0.0
C 5.54573 3.39886 -2.23880 0.1 0.0 0.1
C 3.33994 1.72444 -1.46899 -0.1 -0.2 0.0
C 3.48317 -0.89484 1.93801 0.0 0.0 0.0
C 4.23428 3.77473 -2.44960 0.0 0.0 -0.1
C 3.15765 2.97461 -2.07105 -0.1 0.2 -0.1
C 2.63681 -0.12856 -0.20966 0.1 0.1 -0.1
C 1.46529 -2.82937 -3.71091 -0.1 0.0 0.0
C 2.69460 -2.49283 0.36700 0.0 0.0 0.0
C -1.07244 -2.90749 3.74981 0.0 -0.1 0.0
C -2.27893 2.37912 -0.88533 0.0 0.1 -0.1
C -0.16255 3.55084 -3.04315 0.2 0.0 0.0
C -5.91310 -0.43034 0.19053 0.0 0.0 0.0
C -0.24789 2.59443 3.14572 0.0 0.0 0.0
C 1.16558 2.16982 3.47837 0.0 -0.1 0.0
C -0.74598 -1.44665 3.96089 0.0 0.0 0.0
C 1.54900 4.79290 -2.50994 0.0 0.1 0.0
C 0.26001 4.87586 -2.97660 0.0 0.0 0.0
C -5.08143 -1.64063 -0.17523 0.0 0.0 0.1
C 3.23448 -2.23033 1.61231 0.0 0.1 0.1
C -0.40526 -4.09232 0.05465 0.0 0.0 0.1
C -4.29422 2.69983 -2.11231 0.0 0.0 0.0
C 5.74777 2.14436 -1.66806 0.0 0.0 0.0
C -2.44730 -0.25701 1.37409 0.1 -0.1 0.0
C 3.19408 0.11976 1.04897 0.0 0.0 0.1
C 0.26648 -1.23172 5.06474 0.0 0.0 0.0
C 0.71744 -1.65090 -3.58570 0.0 0.0 0.0
C 2.20503 -2.88805 -2.55542 0.1 0.0 0.0
C -5.74494 -2.53169 -1.19897 0.0 0.0 -0.1
C -2.73489 -5.08480 0.09249 0.0 0.0 0.0
C -1.86970 -3.89757 -0.25405 0.0 0.0 0.0
C 4.68864 1.33544 -1.31679 0.1 0.0 0.0
C 6.69340 4.28636 -2.64878 -0.1 -0.1 0.0
C -2.58134 1.20880 -2.83059 0.1 -0.2 0.1
C -3.50782 3.00315 -1.01192 0.0 0.0 0.0
C -0.30797 3.57463 1.99367 0.0 0.0 0.0
C 2.40453 -1.46345 -0.52503 -0.1 -0.2 -0.1
C -3.82347 1.78015 -3.03592 0.0 0.0 0.0
H 7.59597 4.03449 -2.09267 0.0 0.0 0.0
H 0.12241 -3.14208 -0.01335 0.0 0.0 0.0
H 6.92265 4.18137 -3.71160 0.0 0.0 0.0
H -3.82995 3.72155 -0.27007 0.0 0.0 0.0
H -0.00126 -1.83592 5.93214 0.0 0.0 0.0
H 4.24018 -3.04319 3.33501 0.0 0.0 0.0
H 2.95262 -3.58958 -2.22747 0.0 0.0 0.0
H -0.15206 -3.48550 3.64149 0.0 0.0 0.0
H -2.98532 -0.74331 2.19056 0.0 0.1 0.0
H -1.61778 -3.28618 4.61517 0.0 0.0 0.0
H -6.88136 -0.74601 0.57938 0.0 0.0 0.0
H 6.46782 5.33705 -2.46389 0.0 0.0 0.0
H 1.48036 -3.52171 -4.53408 0.0 0.0 0.0
H -4.40423 1.50933 -3.90669 0.0 0.0 0.0
H -0.72109 3.03554 4.02114 0.0 0.0 0.0
H -2.32523 -5.98291 -0.37095 0.0 0.0 0.0
H -5.09470 -3.36184 -1.47446 0.0 0.0 0.0
H -3.75987 -4.95632 -0.25520 0.0 0.0 0.0
H 6.75895 1.78266 -1.51780 0.0 0.0 0.0
H -5.42118 0.17885 0.95054 0.0 0.0 0.0
H -6.67326 -2.93678 -0.79549 0.0 0.0 0.0
H 3.40629 1.15132 1.30470 0.0 0.0 0.0
H -0.27007 -4.49710 1.06017 0.0 0.0 0.0
H 1.25491 -1.53738 4.71702 0.0 0.0 0.0
H 0.30987 -0.19113 5.37802 0.0 0.0 0.0
H 0.03207 -4.78694 -0.66489 0.0 0.0 0.0
H 2.59416 -3.63441 3.11869 0.0 0.0 0.0
H -2.18022 0.48570 -3.53096 0.0 0.0 0.0
H 4.89397 0.35568 -0.90882 0.0 0.0 0.0
H -4.84686 -2.22195 0.72025 0.1 0.0 0.0
H -1.67952 -3.05275 2.85749 0.0 0.0 0.0
H -1.33721 3.87233 1.78626 0.0 0.0 0.0
H 2.49303 -3.51854 0.07790 0.0 0.0 0.0
H -2.97902 0.65060 1.08800 -0.1 0.0 0.0
H 1.76756 3.06069 3.66080 0.0 0.0 0.0
H -1.10978 3.17895 -3.38164 -0.1 0.0 0.0
H -5.25604 3.17661 -2.25036 0.0 0.0 0.0
H 3.88452 -4.23356 2.08291 0.0 0.0 0.0
H 1.20024 1.55026 4.37128 0.0 0.0 0.0
H 3.91053 -0.65295 2.90552 0.0 0.0 0.0
H -2.75036 -5.23226 1.17400 0.0 0.0 0.0
H -1.62689 2.60185 -0.05034 0.0 0.0 0.0
H 0.14230 3.14881 1.09492 0.0 0.0 0.0
H -1.65711 -0.88445 4.18498 0.0 0.0 -0.1
H 4.04401 4.71547 -2.95146 0.0 0.0 0.0
H -0.28957 5.76573 -3.22849 0.0 0.0 0.0
H -6.07790 0.18755 -0.69407 0.0 0.0 0.0
H 0.00937 -1.21859 -4.27456 0.0 0.0 0.0
H -1.98440 -3.63112 -1.30684 0.0 0.0 0.0
H -5.97379 -1.96139 -2.10071 0.0 0.0 0.0
H 1.61207 1.61709 2.65066 0.0 0.0 0.0
H 0.25154 4.47105 2.26276 0.0 0.0 0.0
H 2.26160 5.56724 -2.29231 0.0 0.0 0.0
```
Forces are in eV/Å.